[1]
# C4H11NO

A cluster of 2 separate species, C4H11NO in total (wB97M-V/def2-TZVPD, OMol25).

Structure (ORCA input):
```
! wB97M-V def2-TZVPD RIJCOSX def2/J DEFGRID3
* xyz 0 1
C -0.75240 -1.08440 0.94712
C -0.44199 -0.01266 -0.06978
C -0.97992 -0.22885 -1.46496
C 0.03002 1.16548 0.33667
N 0.25643 1.53065 1.66657
H -1.03757 -0.78065 1.95832
H -1.56798 -1.68178 0.58625
H 0.11169 -1.74109 1.08873
H -0.32925 0.03305 -2.29618
H -1.30485 -1.26715 -1.57722
H -1.94246 0.29513 -1.52967
H 0.23533 1.98296 -0.34721
H 0.57736 0.83337 2.32074
H 0.72534 2.40955 1.80392
O 2.45881 -0.32978 -1.33006
H 1.92950 0.05816 -0.61596
H 2.03194 -1.18199 -1.47728
*
```

Properties
E_tot ... -7863.4061 eV
SMILES string ... CC(C)=CN.O
Gap between HOMO and LUMO ... 0.32498 hartree

---

[2]
# C4H11NO

A cluster of 2 separate species, C4H11NO in total (wB97M-V/def2-TZVPD, OMol25).

Structure (ORCA input):
```
! wB97M-V def2-TZVPD RIJCOSX def2/J DEFGRID3
* xyz 0 1
N -3.34488 0.06171 -0.75623
C -3.46266 0.60025 -1.99867
O -2.54962 1.13958 -2.56945
H -2.48647 0.17783 -0.24115
H -4.04287 -0.50187 -0.30302
H -4.49249 0.49333 -2.38898
C 1.08038 0.56684 0.01559
C 2.28965 -0.33779 0.33475
C 2.29830 -0.81052 1.79466
H 0.33775 0.53958 0.81482
H 0.56288 0.28190 -0.89339
H 1.43947 1.59218 -0.11616
H 3.20854 0.19238 0.10620
H 2.25863 -1.22592 -0.29347
H 3.07061 -1.56139 1.96029
H 2.50191 0.02752 2.45434
H 1.33087 -1.23560 2.07986
*
```

Properties
E_tot ... -7864.0688 eV
SMILES string ... NC=O.CCC
Gap between HOMO and LUMO ... 0.40680 hartree

---

[3]
# C4H11NO

A cluster of 2 separate species, C4H11NO in total (wB97M-V/def2-TZVPD, OMol25).

Structure (ORCA input):
```
! wB97M-V def2-TZVPD RIJCOSX def2/J DEFGRID3
* xyz 0 1
C -1.44905 0.08148 -1.09307
C -2.09414 -0.85452 -0.42414
C -2.11723 -1.03588 1.07012
H -1.42138 0.12435 -2.17360
H -0.90469 0.85295 -0.56851
H -2.55988 -1.63765 -1.01598
H -1.15016 -1.15257 1.55313
H -2.66814 -1.94784 1.31867
H -2.68852 -0.23764 1.54613
N 2.22029 1.60030 -0.62820
C 2.52856 0.61519 0.36380
O 1.50939 -0.36259 0.61208
H 1.58405 2.29874 -0.26458
H 1.76249 1.25005 -1.44536
H 2.67325 1.11251 1.31691
H 3.43583 0.08791 0.06499
H 1.33933 -0.79478 -0.23240
*
```

Properties
E_tot ... -7862.8465 eV
SMILES string ... C=CC.NCO
Gap between HOMO and LUMO ... 0.39444 hartree

---

[4]
# C4H11NO

A cluster of 2 separate species, C4H11NO in total in a non-equilibrium geometry (wB97M-V/def2-TZVPD, OMol25).

Structure (ORCA input):
```
! wB97M-V def2-TZVPD RIJCOSX def2/J DEFGRID3
* xyz 0 1
C 1.42819 1.31384 -0.69190
C 0.18419 1.85344 -0.07725
N -0.98260 1.54764 -0.78243
O -0.02422 2.53764 0.91261
H 2.25512 2.01648 -0.54517
H 1.33367 1.15478 -1.76025
H 1.63532 0.24703 -0.48387
H -1.87796 1.91949 -0.53382
H -0.90681 1.24711 -1.73977
C 0.08043 -1.83792 1.32180
C -0.79099 -1.53420 0.06824
H 0.76260 -2.67311 1.28772
H 0.54626 -0.93481 1.67480
H -0.64303 -2.17263 2.06760
H -0.56839 -0.62596 -0.47203
H -1.86485 -1.65289 0.30365
H -0.56691 -2.40595 -0.54993
*
```

Properties
E_tot ... -7863.6238 eV
SMILES string ... CC(N)=O.CC
Gap between HOMO and LUMO ... 0.39160 hartree

---

In order of appearance, energy above the lowest of the compared OMol25 structures with the same formula, charge and spin = 1.147, 0.485, 1.707, 0.930 eV.
In order of appearance, HOMO = -8.0, -10.2, -9.7, -9.8 eV.